{"formula": "C22H24FNO6", "method": "ωB97M-V/def2-TZVPD", "multiplicity": 1, "de_lowest_kj_mol": 914.4, "lumo_energy_ha": -0.0822, "smiles": "Cc1ccccc1CC1=CC(=O)C=C(C(=O)NC(=O)F)C1=O.CC(C)=O.CC(C)=O", "homo_lumo_gap_ev": 6.193, "energy_ev": -39686.9805, "elements": ["C", "C", "C", "C", "C", "C", "C", "C", "C", "C", "C", "O", "C", "C", "C", "O", "N", "C", "O", "F", "C", "O", "H", "H", "H", "H", "H", "H", "H", "H", "H", "H", "H", "H", "C", "C", "O", "C", "H", "H", "H", "H", "H", "H", "C", "C", "O", "C", "H", "H", "H", "H", "H", "H"], "positions_angstrom": [[-1.7543, 2.7291, 0.0787], [-2.3539, 1.5084, -0.7685], [-3.8622, 1.1453, -0.4672], [-4.5703, -0.0079, -1.2299], [-3.7172, -0.8096, -2.2709], [-2.2086, -0.4551, -2.5543], [-1.4825, 0.7395, -1.8104], [0.0337, 1.0592, -2.1983], [1.0066, 1.3528, -0.9667], [1.4542, 2.7189, -0.8264], [2.3930, 3.0974, 0.4234], [3.0351, 4.1792, 0.4273], [2.4782, 2.1111, 1.7081], [2.0074, 0.7725, 1.5258], [2.0534, -0.2616, 2.7542], [2.9192, -0.0896, 3.6477], [1.1262, -1.4278, 2.8140], [-0.2679, -0.9490, 2.8289], [-0.8372, -0.8716, 3.9507], [-1.0205, -0.5359, 1.6971], [1.4578, 0.2645, 0.1085], [1.3182, -0.9572, -0.2060], [-1.1820, 3.4991, -0.5557], [-0.9561, 2.2651, 0.7846], [-2.5475, 3.1846, 0.7630], [-4.4559, 1.7441, 0.2990], [-5.6663, -0.2041, -0.9905], [-4.2749, -1.6738, -2.8156], [-1.6709, -1.1007, -3.3458], [0.0772, 1.9049, -2.9736], [0.4339, 0.1175, -2.7466], [1.1137, 3.4971, -1.6104], [2.8909, 2.5146, 2.7056], [1.3163, -2.0850, 2.0374], [4.9097, 0.5219, 7.1002], [5.8229, 1.5054, 6.4177], [6.2830, 2.4615, 7.0149], [6.1445, 1.2604, 4.9674], [4.7660, 0.8231, 8.1403], [3.9379, 0.5091, 6.6018], [5.3569, -0.4744, 7.0829], [5.2269, 1.2805, 4.3752], [6.6464, 0.2969, 4.8557], [6.8117, 2.0466, 4.6066], [-2.9911, -4.5304, -5.6334], [-4.0834, -3.4963, -5.6992], [-4.2107, -2.6544, -4.8284], [-5.0123, -3.5434, -6.8830], [-2.4000, -4.3754, -4.7279], [-3.4279, -5.5308, -5.5992], [-2.3347, -4.4333, -6.5009], [-5.5388, -4.5000, -6.9044], [-4.4457, -3.4025, -7.8059], [-5.7481, -2.7406, -6.7978]], "lowdin_charge": [-0.09, -0.16, -0.04, -0.07, -0.06, -0.01, -0.13, -0.12, -0.11, 0.05, -0.27, 0.04, 0.12, -0.01, -0.28, 0.08, 0.13, -0.34, 0.11, 0.05, -0.21, 0.05, 0.08, 0.07, 0.08, 0.09, 0.08, 0.07, 0.09, 0.13, 0.13, 0.14, 0.15, 0.14, -0.02, -0.50, 0.06, -0.02, 0.08, 0.08, 0.09, 0.06, 0.09, 0.08, -0.02, -0.49, 0.04, -0.02, 0.08, 0.09, 0.09, 0.09, 0.09, 0.08]}

---

{"formula": "C24H46Cl16N2", "method": "ωB97M-V/def2-TZVPD", "multiplicity": 1, "de_lowest_kj_mol": 4937.7, "lumo_energy_ha": -0.0048, "homo_lumo_gap_ev": 7.578, "energy_ev": -228923.8695, "elements": ["C", "C", "C", "C", "N", "H", "H", "H", "H", "H", "H", "H", "C", "C", "C", "C", "N", "H", "H", "H", "H", "H", "H", "H", "Cl", "C", "C", "Cl", "H", "H", "H", "H", "Cl", "C", "C", "Cl", "H", "H", "H", "H", "Cl", "C", "C", "Cl", "H", "H", "H", "H", "Cl", "C", "C", "Cl", "H", "H", "H", "H", "Cl", "C", "C", "Cl", "H", "H", "H", "H", "Cl", "C", "C", "Cl", "H", "H", "H", "H", "Cl", "C", "C", "Cl", "H", "H", "H", "H", "Cl", "C", "C", "Cl", "H", "H", "H", "H"], "positions_angstrom": [[7.5345, 29.6581, 13.9817], [7.4156, 30.4077, 15.3110], [6.3079, 31.5377, 15.2537], [4.9813, 30.9686, 15.2957], [3.8868, 30.5161, 15.3501], [8.0104, 30.3253, 13.2630], [6.5361, 29.3589, 13.6627], [8.2422, 28.8354, 14.0840], [8.3584, 30.7697, 15.7210], [6.9899, 29.7244, 16.0458], [6.4216, 32.0061, 14.2761], [6.5299, 32.2685, 16.0313], [11.3698, 29.9195, 11.2875], [10.1311, 28.9568, 11.4760], [9.3573, 28.9281, 12.8167], [10.2837, 28.6285, 13.9405], [11.0278, 28.4071, 14.8398], [11.1130, 30.9788, 11.2780], [11.8851, 29.7075, 10.3507], [12.1006, 29.7164, 12.0703], [10.4143, 27.9542, 11.1554], [9.3230, 29.0992, 10.7586], [8.5544, 28.1928, 12.8714], [8.9411, 29.9149, 13.0194], [11.2140, 28.8447, 6.5488], [11.3150, 29.2650, 8.2168], [11.6166, 28.0587, 9.1079], [13.3483, 27.9459, 9.5026], [10.3302, 29.6745, 8.4421], [12.0874, 30.0203, 8.3615], [11.2942, 27.2831, 8.4131], [10.9361, 28.0675, 9.9593], [6.4177, 29.8409, 10.8498], [6.8351, 28.3833, 11.6838], [6.1012, 27.2652, 11.0447], [6.5692, 25.7224, 11.9042], [6.6219, 28.3901, 12.7527], [7.9004, 28.2534, 11.4933], [6.2741, 27.0613, 9.9880], [5.0552, 27.4934, 11.2491], [7.3659, 32.0566, 12.6067], [7.2769, 32.3843, 10.8684], [7.9853, 31.3272, 9.9874], [9.6734, 31.2458, 10.4761], [7.7083, 33.3679, 10.6827], [6.2174, 32.3560, 10.6139], [7.9079, 31.7136, 8.9711], [7.5691, 30.3200, 9.9689], [11.0211, 28.0498, 18.4308], [10.6664, 27.5792, 16.7514], [9.4959, 28.4779, 16.1736], [7.9150, 28.4671, 17.1286], [10.3433, 26.5406, 16.6802], [11.5706, 27.7385, 16.1640], [9.2422, 28.1862, 15.1544], [9.7941, 29.4896, 15.8986], [9.5515, 30.4109, 14.8208], [9.4263, 31.8889, 13.7712], [10.8238, 32.4975, 13.6092], [11.9424, 31.3145, 12.8343], [8.6438, 32.6183, 13.9807], [9.1057, 31.4284, 12.8367], [11.2408, 32.8069, 14.5675], [10.7108, 33.4631, 13.1163], [9.2702, 26.7280, 12.9884], [8.9879, 26.1949, 14.6761], [7.9710, 25.0072, 14.6464], [8.9197, 23.5862, 14.1115], [8.6299, 27.0414, 15.2621], [9.8971, 25.8700, 15.1819], [7.1424, 25.0667, 13.9407], [7.4234, 24.8345, 15.5729], [14.0201, 31.8384, 13.1032], [13.6913, 31.2324, 11.4010], [14.8698, 30.3217, 10.9444], [14.5965, 29.8047, 9.2147], [13.6578, 32.0776, 10.7135], [12.7140, 30.7578, 11.4886], [14.8303, 29.3538, 11.4441], [15.8293, 30.8228, 11.0726], [13.7867, 27.2827, 15.6444], [13.1648, 27.4075, 13.9847], [13.7299, 28.4805, 13.2160], [13.2046, 28.2764, 11.4531], [12.0901, 27.4754, 14.1539], [13.3515, 26.4607, 13.4779], [14.8149, 28.4813, 13.1125], [13.3905, 29.4876, 13.4583]], "lowdin_charge": [-0.29, -0.39, -0.20, -0.22, 0.13, -0.05, 0.10, 0.04, -0.03, -0.03, -0.02, 0.13, -0.58, -0.24, -0.51, -0.42, -0.03, -0.11, 0.01, -0.07, 0.06, 0.07, -0.08, -0.01, 0.63, -0.72, -0.55, 0.47, 0.04, 0.04, 0.06, 0.02, 0.92, -0.63, -0.55, 0.63, 0.06, 0.04, 0.08, 0.08, 0.84, -0.53, -0.66, 0.89, 0.09, 0.06, 0.09, -0.15, 0.57, -0.63, -0.66, 0.69, 0.06, -0.04, -0.03, -0.10, 1.01, -0.49, -0.39, 0.64, 0.05, -0.06, 0.08, 0.10, 0.91, -0.49, -0.62, 0.56, 0.01, 0.07, -0.05, 0.08, 0.56, -0.59, -0.56, 0.55, 0.10, -0.11, -0.04, 0.08, 0.64, -0.68, -0.48, 0.57, 0.00, 0.08, 0.09, 0.01]}

---

{"formula": "C35H32GeNO3SW", "method": "ωB97M-V/def2-TZVPD", "multiplicity": 1, "de_lowest_kj_mol": 0.0, "lumo_energy_ha": -0.1401, "homo_lumo_gap_ev": 7.539, "charge": 1, "energy_ev": -113617.4458, "elements": ["W", "C", "C", "C", "C", "C", "C", "C", "C", "C", "H", "H", "H", "H", "H", "H", "H", "H", "H", "H", "H", "H", "C", "Ge", "C", "C", "C", "C", "C", "C", "C", "C", "C", "C", "C", "C", "C", "C", "C", "C", "C", "C", "H", "H", "H", "H", "H", "H", "H", "H", "H", "H", "H", "H", "H", "H", "H", "H", "O", "S", "O", "N", "C", "O", "C", "C", "C", "C", "C", "C", "H", "H", "H", "H"], "positions_angstrom": [[0.9829, 0.5596, 0.7370], [2.9659, 2.7436, 2.8986], [2.4233, 2.4022, 1.5438], [3.0602, 1.3137, 0.7847], [2.8158, 1.2503, -0.6213], [3.7104, 0.4618, -1.5235], [1.6194, 1.8106, -1.0741], [0.6992, 2.5204, -0.2114], [-0.5253, 3.1820, -0.7812], [1.2992, 2.9879, 1.0343], [3.8596, 3.3613, 2.7925], [3.2475, 1.8395, 3.4381], [2.2382, 3.2970, 3.4902], [3.9232, 0.8192, 1.2074], [4.4928, 1.1253, -1.8997], [3.1666, 0.0570, -2.3746], [4.1908, -0.3514, -0.9817], [1.3054, 1.5857, -2.0868], [-0.2612, 4.1232, -1.2675], [-1.2433, 3.3904, 0.0100], [-1.0073, 2.5350, -1.5143], [0.7455, 3.7082, 1.6248], [0.7005, -1.1489, 0.0372], [-0.4397, -1.4540, -1.5996], [-1.0594, -3.2850, -1.4292], [-1.3620, -3.8186, -0.1782], [-1.8436, -5.1144, -0.0613], [-2.0272, -5.8888, -1.1983], [-1.7302, -5.3675, -2.4496], [-1.2491, -4.0711, -2.5642], [0.8419, -1.3237, -3.0721], [0.9504, -0.2242, -3.9260], [1.9405, -0.1681, -4.8983], [2.8476, -1.2108, -5.0264], [2.7558, -2.3117, -4.1857], [1.7598, -2.3661, -3.2211], [-1.8578, -0.1357, -1.7379], [-2.5357, 0.2838, -0.5972], [-3.5846, 1.1896, -0.6814], [-3.9690, 1.6836, -1.9191], [-3.3255, 1.2491, -3.0710], [-2.2828, 0.3364, -2.9824], [1.1973, -2.0908, 0.2781], [-1.2240, -3.2214, 0.7177], [-2.0772, -5.5203, 0.9143], [-2.4020, -6.8999, -1.1088], [-1.8731, -5.9711, -3.3362], [-1.0169, -3.6754, -3.5471], [0.2528, 0.6010, -3.8443], [2.0019, 0.6875, -5.5588], [3.6182, -1.1689, -5.7850], [3.4555, -3.1312, -4.2872], [1.6930, -3.2392, -2.5802], [-2.2622, -0.1164, 0.3720], [-4.0959, 1.4969, 0.2206], [-4.7836, 2.3926, -1.9882], [-3.6444, 1.6108, -4.0398], [-1.8193, -0.0221, -3.8927], [-3.1221, 0.9873, 2.4671], [-1.9063, 1.6534, 2.7980], [-1.7365, 3.0360, 2.4687], [-0.5879, 0.8086, 2.1975], [0.2170, 0.4137, 3.1716], [1.3446, -0.0202, 2.7727], [-0.2643, 0.6353, 4.5383], [0.2992, 0.2729, 5.7482], [-0.3829, 0.6302, 6.9048], [-1.5852, 1.3282, 6.8413], [-2.1491, 1.6953, 5.6220], [-1.4617, 1.3343, 4.4852], [1.2313, -0.2742, 5.7849], [0.0233, 0.3597, 7.8697], [-2.0951, 1.5926, 7.7577], [-3.0830, 2.2380, 5.5748]], "lowdin_charge": [1.54, -0.02, -0.31, -0.14, -0.31, 0.00, -0.08, -0.39, -0.02, -0.05, 0.10, 0.09, 0.09, 0.14, 0.11, 0.06, 0.10, 0.12, 0.10, 0.07, 0.07, 0.14, -0.31, 0.96, -0.29, -0.11, -0.08, -0.08, -0.07, -0.11, -0.28, -0.14, -0.08, -0.08, -0.07, -0.11, -0.29, -0.13, -0.07, -0.07, -0.07, -0.11, 0.03, 0.10, 0.11, 0.11, 0.11, 0.10, 0.08, 0.11, 0.11, 0.11, 0.11, 0.07, 0.10, 0.11, 0.11, 0.09, -0.25, 0.69, -0.26, -0.14, -0.48, -0.07, -0.13, 0.02, -0.04, -0.03, -0.01, -0.20, 0.13, 0.12, 0.12, 0.13]}

---

{"formula": "C4H8O2", "method": "ωB97M-V/def2-TZVPD", "multiplicity": 1, "de_lowest_kj_mol": 493.3, "lumo_energy_ha": 0.0358, "homo_lumo_gap_ev": 10.572, "energy_ev": -8368.1687, "elements": ["O", "C", "C", "C", "C", "O", "H", "H", "H", "H", "H", "H", "H", "H"], "positions_angstrom": [[-2.0950, 0.5094, -0.3057], [-1.3992, -0.6421, 0.0475], [-0.0586, -0.3418, 0.6226], [0.8010, -0.2061, -0.6092], [1.5270, 0.9050, 0.2509], [0.3336, 0.9719, 1.0779], [-1.5076, 1.2864, -0.2316], [-2.0899, -1.3389, 0.4941], [-0.8002, -1.5740, -0.8892], [0.2675, -1.1214, 1.3246], [0.6613, -1.3014, -1.0598], [0.2488, 0.3589, -1.3718], [1.7168, 1.8934, -0.1930], [2.3944, 0.6007, 0.8428]], "lowdin_charge": [-0.02, -0.23, -0.39, -0.12, -0.12, -0.09, 0.10, 0.10, 0.17, 0.16, 0.12, 0.10, 0.12, 0.11]}

---

{"formula": "BrH2NO2S", "method": "ωB97M-V/def2-TZVPD", "multiplicity": 1, "de_lowest_kj_mol": 229.7, "lumo_energy_ha": [-0.0718, -0.1376], "homo_lumo_gap_ev": [9.345, 5.859], "energy_ev": -86492.0836, "elements": ["N", "O", "O", "S", "Br", "H", "H"], "positions_angstrom": [[0.8068, 0.3427, -0.3321], [-0.0654, -0.6802, 1.6926], [0.0377, -2.1201, -0.2690], [-0.1618, -0.8450, 0.3121], [-2.7165, 1.7873, -0.2361], [1.2342, 1.2221, 0.1635], [0.8650, 0.2933, -1.3311]], "lowdin_charge": [-0.14, -0.33, -0.31, 0.59, 0.01, 0.14, 0.05]}

---

{"formula": "C4H10N2O", "method": "ωB97M-V/def2-TZVPD", "multiplicity": 1, "de_lowest_kj_mol": 174.4, "lumo_energy_ha": 0.0309, "smiles": "C[C@@H](N)CNC=O", "homo_lumo_gap_ev": 10.378, "energy_ev": -9337.1799, "elements": ["C", "N", "C", "O", "C", "C", "N", "H", "H", "H", "H", "H", "H", "H", "H", "H", "H"], "positions_angstrom": [[0.5540, -0.2595, -0.4715], [-0.0160, 0.3972, -1.6245], [0.7362, 1.4270, -2.1580], [1.8944, 1.6488, -1.8983], [-0.3208, -0.0322, 0.7866], [-1.1206, -1.3346, 1.0395], [0.4611, 0.1527, 2.0099], [1.5695, 0.0200, -0.1739], [0.6360, -1.3677, -0.7084], [-0.7609, -0.0422, -2.1394], [0.1299, 1.8505, -2.9665], [-0.7172, 0.9133, 0.4795], [-0.3493, -2.1060, 1.0741], [-1.7318, -1.1962, 1.9307], [-1.8821, -1.4622, 0.2641], [-0.2511, 0.4754, 2.6823], [1.1687, 0.9155, 1.8737]], "lowdin_charge": [-0.19, 0.01, -0.35, 0.03, -0.45, -0.06, 0.00, 0.12, 0.13, 0.13, 0.12, 0.12, 0.08, 0.07, 0.07, 0.08, 0.09]}

---

{"formula": "C2HI3", "method": "ωB97M-V/def2-TZVPD", "multiplicity": 1, "de_lowest_kj_mol": 230.6, "lumo_energy_ha": -0.0213, "homo_lumo_gap_ev": 8.507, "energy_ev": -26388.3005, "elements": ["C", "C", "I", "I", "I", "H"], "positions_angstrom": [[1.5326, -0.2219, 0.0084], [1.9415, -1.3485, -0.5057], [2.5175, 1.1082, 1.2578], [0.5653, -2.6237, -1.5000], [3.8994, -2.0207, -0.2611], [0.0115, 0.1889, -0.6919]], "lowdin_charge": [-0.97, -1.50, 0.77, 0.74, 0.75, 0.20]}